{
  "formula": "C4H5N3S",
  "method": "ωB97M-V/def2-TZVPD",
  "elements": ["H", "N", "C", "N", "N", "C", "C", "C", "S", "H", "H", "H", "H"],
  "positions_angstrom": [[1.9801, -1.9965, 0.9101], [1.2224, -2.1650, 0.2894], [0.6779, -1.0506, -0.0675], [1.0291, 0.0292, 0.5711], [0.4060, 1.1988, -0.0860], [-1.0313, 1.4134, 0.5503], [-0.8081, 0.6626, -0.7678], [-0.5438, -0.7844, -0.7374], [-1.1348, -2.0412, -1.7365], [2.0812, 0.2723, 0.7847], [-1.4029, 2.4130, 0.3146], [-1.1543, 0.8740, 1.5021], [-1.3216, 1.1745, -1.5270]],
  "forces_ev_per_a": [[0.8093, 0.1909, 0.6309], [-1.5466, -0.7220, -2.3544], [1.6352, -4.3137, 2.9504], [2.6961, 6.6518, 0.9661], [-1.5693, 1.5265, 0.9146], [2.4156, -1.1566, -1.0788], [0.6950, -1.0701, 3.1191], [-2.6420, -3.3123, -4.8095], [0.3662, 2.6076, 1.7783], [-2.9461, -0.8063, -0.7049], [0.0672, -0.3263, 0.7670], [-0.1599, 0.5500, -0.6371], [0.1793, 0.1804, -1.5415]],
  "e_homo_ev": -8.9,
  "lumo_energy_ev": -1.40,
  "energy_ha": -717.72070,
  "charge": 0,
  "smiles": "[H]/N=C1\\NN2C[C@@H]2C1=S"
}

{
  "formula": "C16H19BrNO2",
  "method": "ωB97M-V/def2-TZVPD",
  "elements": ["C", "O", "C", "C", "C", "C", "C", "C", "N", "C", "C", "C", "C", "C", "C", "C", "Br", "C", "O", "C", "H", "H", "H", "H", "H", "H", "H", "H", "H", "H", "H", "H", "H", "H", "H", "H", "H", "H", "H"],
  "positions_angstrom": [[-5.2479, -1.1694, 0.8531], [-4.2952, -0.1397, 0.6806], [-3.2343, -0.3539, -0.1344], [-2.9843, -1.5564, -0.7908], [-1.8556, -1.7259, -1.5698], [-0.9408, -0.7008, -1.7002], [-1.1727, 0.5153, -1.0736], [-0.1911, 1.6470, -1.2302], [0.1326, 2.2498, 0.0935], [0.8668, 1.3386, 1.0102], [2.2341, 1.0083, 0.4742], [3.1461, 2.0377, 0.2517], [4.4103, 1.7834, -0.2467], [4.7900, 0.4806, -0.5262], [3.9074, -0.5593, -0.2994], [2.6389, -0.2958, 0.1954], [1.4727, -1.7835, 0.5064], [-2.3257, 0.7064, -0.3064], [-2.4533, 1.9524, 0.2905], [-3.7469, 2.5126, 0.4887], [-4.7989, -2.0546, 1.3107], [-5.9978, -0.7572, 1.5255], [-5.7205, -1.4395, -0.0946], [-3.6728, -2.3772, -0.6828], [-1.6854, -2.6688, -2.0621], [-0.0526, -0.8344, -2.2958], [0.7270, 1.2892, -1.6988], [-0.6240, 2.4341, -1.8544], [-0.8071, 2.4637, 0.4963], [0.6760, 3.1079, -0.0363], [0.2707, 0.4324, 1.1300], [0.9562, 1.8327, 1.9814], [2.8704, 3.0552, 0.4936], [5.0989, 2.5972, -0.4077], [5.7751, 0.2707, -0.9106], [4.1992, -1.5776, -0.5019], [-3.5823, 3.5809, 0.6267], [-4.2274, 2.0950, 1.3724], [-4.3798, 2.3511, -0.3835]],
  "forces_ev_per_a": [[-0.2462, -0.2327, 0.0706], [0.3929, 0.2871, -0.0922], [0.0627, 0.1023, 0.0398], [-0.1277, 0.0985, 0.1128], [0.0742, 0.0942, -0.0468], [-0.1017, 0.0982, 0.0020], [-0.1637, 0.0995, 0.1733], [-0.2895, -0.2908, -0.6266], [-0.1294, 0.3069, 0.0975], [0.4103, -0.4289, 0.4164], [-0.0674, -0.1241, -0.0442], [0.0208, -0.1461, -0.0103], [-0.0122, 0.0804, -0.0212], [-0.0840, 0.0336, 0.0406], [-0.0761, -0.0997, 0.0146], [-0.2415, -0.1713, 0.0633], [0.3510, 0.2447, -0.0059], [0.0009, -0.0991, -0.1007], [0.2930, -0.6064, -0.0994], [-0.5033, 0.4317, 0.2111], [-0.0079, 0.0316, -0.0278], [0.0337, -0.0860, -0.0567], [0.0336, 0.0091, 0.0231], [-0.1106, -0.0711, 0.0419], [0.0132, -0.1195, -0.0626], [0.1544, -0.0223, -0.0557], [-0.0328, 0.1163, 0.1157], [0.1269, 0.0569, 0.1532], [0.3317, 0.1573, -0.0277], [-0.2152, -0.1161, 0.0196], [-0.0208, 0.2152, -0.0102], [-0.1481, 0.0389, -0.1303], [-0.0087, 0.1613, 0.0531], [0.0736, 0.0858, -0.0113], [0.1043, -0.0263, -0.0405], [0.0134, -0.0869, -0.0122], [-0.0449, -0.0606, -0.0362], [0.0829, 0.0613, -0.1253], [0.0582, -0.0230, -0.0045]],
  "e_homo_ev": -11.5,
  "lumo_energy_ev": -2.64,
  "energy_ha": -3400.09685,
  "charge": 1,
  "smiles": "COc1cccc(C[NH2+]Cc2ccccc2Br)c1OC"
}

no.,HOMO-LUMO gap (eV)
1,7.48
2,8.87